# C22H30NO11PS2

A 3-piece molecular cluster, C22H30NO11PS2 overall (ωB97M-V/def2-TZVPD, OMol25).

Each atom is followed by the atoms it is bonded to, with distances in Å.
Element x y z (Å)
1 C -0.742 0.077 4.640  C13 1.522, H29 1.088, C30 1.527, H38 1.091
2 H 1.616 4.117 -1.669  C9 1.090
3 C -3.459 2.858 -1.364  C18 1.510, C35 1.331, C46 1.483
4 C -7.220 0.375 -2.410  S61 1.544, N62 1.232
5 C 2.283 1.429 -2.980  H16 1.086, H25 1.089, O39 1.411, C41 1.520
6 C 0.488 1.070 2.876  O21 1.196, C30 1.516, O66 1.352
7 P -2.425 0.772 -2.909  C35 1.813, S36 1.940, O50 1.600, O63 1.585
8 H 5.527 -3.170 2.290  C28 1.087
9 C 1.354 3.067 -1.534  H2 1.090, H17 1.090, O39 1.411, C43 1.515
10 H 0.868 1.110 5.696  C13 1.092
11 H -0.625 -0.759 2.622  C30 1.086
12 H 1.112 0.314 -1.629  C41 1.089
13 C -0.013 1.334 5.091  C1 1.522, H10 1.092, H23 1.087, O66 1.440
14 O -5.089 1.896 -4.273  C53 1.216
15 C -6.141 2.293 -2.153  C24 1.319, C53 1.514, N62 1.435
16 H 2.433 1.343 -4.053  C5 1.086
17 H 2.155 2.639 -0.932  C9 1.090
18 C -4.624 3.737 -0.980  C3 1.510, C24 1.483, O49 1.210
19 O 2.813 -0.750 -2.017  C41 1.422, C59 1.417
20 C 2.084 -1.590 0.160  H34 1.079, H42 1.083, C59 1.540, H64 1.086
21 O 0.901 1.336 1.785  C6 1.196
22 H 2.938 -2.697 -1.455  C59 1.085
23 H -0.654 2.017 5.644  C13 1.087
24 C -5.965 3.124 -1.143  C15 1.319, C18 1.483, H65 1.077
25 H 3.249 1.684 -2.548  C5 1.089
26 H 0.884 -0.911 3.562  C30 1.091
27 C 2.975 -4.985 2.584  O33 1.356, O47 1.194, C48 1.517
28 C 4.862 -3.911 1.853  H8 1.087, O33 1.440, C54 1.522, H58 1.093
29 H -0.746 -0.710 5.391  C1 1.088
30 C 0.013 -0.285 3.363  C1 1.527, C6 1.516, H11 1.086, H26 1.091
31 O -1.091 3.139 -1.451  C43 1.422, C46 1.406
32 H -2.288 3.973 -0.046  C46 1.095
33 O 3.551 -3.767 2.430  C27 1.356, C28 1.440
34 H 2.032 -0.529 0.348  C20 1.079
35 C -3.644 1.999 -2.364  C3 1.331, P7 1.813, C53 1.500
36 S -1.813 -0.290 -1.404  P7 1.940
37 H -2.106 2.254 0.164  C46 1.090
38 H -1.778 0.316 4.399  C1 1.091
39 O 1.298 2.422 -2.787  C5 1.411, C9 1.411
40 H 1.160 -0.420 -3.222  C41 1.088
41 C 1.763 0.093 -2.475  C5 1.520, H12 1.089, O19 1.422, H40 1.088
42 H 2.908 -2.042 0.699  C20 1.083
43 C 0.097 2.929 -0.700  C9 1.515, O31 1.422, H52 1.092, H55 1.082
44 H 3.921 -6.900 2.868  C48 1.086
45 H -1.408 2.341 -3.898  O63 0.966
46 C -2.202 3.030 -0.596  C3 1.483, O31 1.406, H32 1.095, H37 1.090
47 O 1.853 -5.125 2.968  C27 1.194
48 C 3.945 -6.072 2.165  C27 1.517, H44 1.086, C54 1.527, H57 1.091
49 O -4.474 4.859 -0.553  C18 1.210
50 O -3.275 -0.184 -3.869  P7 1.600, H51 0.966
51 H -2.823 -1.036 -3.812  O50 0.966
52 H 0.130 3.700 0.073  C43 1.092
53 C -4.966 2.037 -3.071  O14 1.216, C15 1.514, C35 1.500
54 C 5.284 -5.338 2.172  C28 1.522, C48 1.527, H56 1.091, H67 1.088
55 H 0.107 1.960 -0.218  C43 1.082
56 H 5.721 -5.380 3.171  C54 1.091
57 H 3.672 -6.418 1.168  C48 1.091
58 H 4.789 -3.729 0.778  C28 1.093
59 C 2.250 -1.865 -1.347  O19 1.417, C20 1.540, H22 1.085, H60 1.086
60 H 1.273 -2.114 -1.751  C59 1.086
61 S -6.968 -1.145 -2.502  C4 1.544
62 N -7.360 1.598 -2.455  C4 1.232, C15 1.435
63 O -1.264 1.391 -3.793  P7 1.585, H45 0.966
64 H 1.179 -2.077 0.508  C20 1.086
65 H -6.767 3.326 -0.454  C24 1.077
66 O 0.421 1.975 3.877  C6 1.352, C13 1.440
67 H 6.014 -5.736 1.471  C54 1.088

Properties
- Gap between HOMO and LUMO: 0.2756 Eh
- Electronic energy: -2876.42551 Ha
- Total charge: 0
- 2S+1: 1